Entry from OMol25: 2 unconnected molecules or ions with the total composition C11H13N2O2 at a distorted geometry (ωB97M-V with the def2-TZVPD basis set).

Summary:
Total charge: +1
Frontier orbital gap (alpha / beta), eV: 5.6 / 5.6
Energy above the lowest of the compared OMol25 structures with the same formula, charge and spin, eV: 4.3536

Each atom is followed by the atoms it is bonded to, with distances in Å.
Positions of all 28 atoms, in Å:
1 C -4.023 0.370 -0.030  C2 1.396, C3 1.392, H16 1.035
2 C -3.562 -0.948 -0.016  C1 1.396, C4 1.413, H17 1.125
3 C -3.013 1.296 -0.276  C1 1.392, C5 1.360, H18 1.093
4 C -2.200 -1.323 0.039  C2 1.413, C6 1.405, H19 1.019
5 C -1.678 1.044 -0.226  C3 1.360, C6 1.424, H20 1.107
6 C -1.243 -0.306 -0.107  C4 1.405, C5 1.424, C10 1.447
7 C 2.360 -0.383 0.055  C8 1.389, C9 1.504, N12 1.350
8 C 3.624 0.057 -0.319  C7 1.389, O14 1.231, H21 1.069
9 C 2.182 -1.829 0.430  C7 1.504, N13 1.428, H22 1.057, H23 1.100
10 C 0.171 -0.562 0.065  C6 1.447, N12 1.302, N13 1.521
11 C 1.584 2.553 -0.220  O15 1.270, H24 1.002, H25 1.086
12 N 1.177 0.252 -0.077  C7 1.350, C10 1.302
13 N 0.758 -1.926 0.393  C9 1.428, C10 1.521, H26 1.125, H27 1.053
14 O 4.620 -0.663 -0.256  C8 1.231
15 O 2.355 2.683 0.781  C11 1.270, H28 0.969
16 H -4.909 0.864 0.170  C1 1.035
17 H -4.168 -1.803 0.393  C2 1.125
18 H -3.250 2.286 -0.674  C3 1.093
19 H -2.056 -2.330 0.087  C4 1.019
20 H -0.870 1.801 -0.254  C5 1.107
21 H 3.860 1.085 -0.493  C8 1.069
22 H 2.599 -2.606 -0.153  C9 1.057
23 H 2.620 -1.961 1.431  C9 1.100
24 H 0.707 3.004 -0.045  C11 1.002
25 H 2.016 2.157 -1.134  C11 1.086
26 H 0.534 -2.535 -0.526  N13 1.125
27 H 0.104 -2.251 1.151  N13 1.053
28 H 3.281 2.424 0.653  O15 0.969